ORCA calculation (ωB97M-V with the def2-TZVPD basis set) on a structure of composition C13H28InN6O6S.

Element x y z (Å)
O -3.9804 -0.7731 1.4865
H -4.1590 -1.6012 1.0940
In -1.8481 -0.5482 -0.0864
N 0.6343 -1.4459 -0.4125
N -1.4201 -2.7088 0.6792
N -0.3644 1.4334 -0.7939
N -2.9884 1.3178 -0.2571
O 1.6097 -0.9165 -1.0844
O 0.9675 1.4968 -1.1138
O -4.2963 1.0507 -0.1786
O -2.4292 -3.2999 1.1341
C -0.2093 -3.3502 0.7013
C 0.8711 -2.7038 0.0204
C -1.0600 2.5060 -1.1209
C -2.4919 2.4510 -0.7368
C 2.1868 -3.3357 -0.2640
H 2.9912 -2.6570 0.0368
H 2.2384 -3.5043 -1.3423
H 2.2726 -4.2800 0.2667
C -0.1286 -4.6907 1.3371
H -0.6821 -5.4094 0.7322
H -0.5612 -4.6775 2.3379
H 0.9020 -5.0332 1.4098
C -0.3371 3.6394 -1.8031
C -3.4135 3.6096 -1.0003
H 0.3684 3.2440 -2.5503
H 0.2196 4.2167 -1.0529
H -1.0646 4.2890 -2.2823
H -3.9006 3.8715 -0.0534
H -4.1748 3.2690 -1.7160
H -2.8814 4.4818 -1.4085
H 1.2308 0.4850 -1.1285
H -4.1964 0.2271 0.6472
C -1.6208 -0.9784 -2.2151
H -1.4025 -2.0382 -2.2999
H -1.1172 -0.3153 -2.8877
H -2.6946 -0.8647 -2.3014
O 1.3040 -2.6704 -3.4144
H 1.6049 -2.5340 -4.3236
H 1.4875 -1.8212 -2.9461
S -0.8224 0.1816 2.3529
C 0.7347 0.8423 2.1868
N 1.8323 0.0232 2.3287
C 3.1483 0.4132 1.8441
C 3.3859 1.8851 2.0759
C 2.2344 2.6931 1.5409
N 0.9615 2.1451 2.0120
H 1.6165 -0.9626 2.4525
H 3.2097 0.1689 0.7797
H 3.8862 -0.1977 2.3694
H 4.2937 2.1993 1.5716
H 3.4994 2.0827 3.1428
H 2.1923 2.6725 0.4480
H 2.2616 3.7346 1.8617
H 0.0998 2.6876 1.9233

The value obtained for the energy relative to the best compared isomer or geometry (same formula, charge and spin) is 0.0 kcal per mole. As for the total charge: +1. The LUMO energy (spin up / spin down) comes out at -0.26031 / -0.25836 Ha. As for the electronic energy: -1879.934433 Eh. Its largest force on an atom is 0.082 hartree/bohr.